[1]
Molecular formula: C32H41N8P2PtS3
Method: DFT, the ωB97M-V functional and the def2-TZVPD basis

XYZ file:
```
87
Properties=species:S:1:pos:R:3
Pt 0.107 -1.008 0.969
N -0.651 -1.248 4.446
C 0.379 -2.035 4.129
N 0.849 -2.777 5.097
C 1.850 -3.595 4.769
N 2.313 -4.384 5.771
N 2.457 -3.647 3.557
C 1.846 -2.931 2.632
N 0.858 -2.075 2.863
C 2.444 -3.019 1.261
C 3.262 -4.110 0.933
C 3.910 -4.034 -0.282
C 3.643 -2.962 -1.145
C 2.703 -2.009 -0.742
N 2.110 -2.033 0.448
H -1.053 -1.424 5.302
H -1.230 -0.779 3.786
H 1.885 -4.201 6.644
H 2.964 -5.165 5.754
H 3.479 -4.790 1.672
H 4.585 -4.827 -0.563
H 4.148 -2.921 -2.095
H 2.538 -1.177 -1.345
S 0.226 -3.142 -2.931
P -0.088 -1.233 -3.044
S -0.688 -0.326 -1.264
C 1.343 -0.264 -3.682
C 1.399 1.086 -3.351
C 2.489 1.803 -3.712
C 3.556 1.251 -4.399
C 3.488 -0.145 -4.765
C 2.292 -0.855 -4.449
C -1.481 -0.848 -4.216
C -1.525 0.389 -4.818
C -2.498 0.694 -5.746
C -3.379 -0.329 -6.141
C -3.310 -1.575 -5.579
C -2.365 -1.853 -4.585
H 0.571 1.462 -2.746
H 2.581 2.825 -3.473
H 4.530 1.699 -4.513
H 4.343 -0.626 -5.174
H 2.224 -1.928 -4.624
H -0.741 1.108 -4.687
H -2.481 1.678 -6.174
H -4.177 -0.036 -6.832
H -4.075 -2.327 -5.855
H -2.259 -2.856 -4.202
C -3.738 2.255 -1.730
C -3.886 1.853 -0.325
C -4.581 2.549 0.604
C -4.695 1.966 1.887
N -4.101 0.828 2.162
C -3.334 0.173 1.323
S -2.432 -1.199 1.766
N -3.351 0.645 0.015
C -5.526 2.503 2.986
H -4.385 3.085 -1.868
H -3.920 1.469 -2.506
H -2.740 2.606 -1.965
H -4.964 3.521 0.472
H -2.924 0.091 -0.730
H -6.552 2.548 2.629
H -5.192 3.468 3.284
H -5.511 1.818 3.829
C -0.765 3.340 2.992
C -0.911 1.979 2.290
P 0.616 1.078 1.874
C 1.403 2.377 0.822
C 2.588 1.947 -0.033
C 1.706 1.101 3.295
C 3.086 0.433 2.991
H -1.779 3.834 3.042
H -0.082 3.900 2.448
H -0.413 3.099 3.990
H -1.477 2.010 1.351
H -1.415 1.247 2.938
H 1.620 3.160 1.540
H 0.661 2.691 0.071
H 3.448 1.529 0.475
H 2.895 2.822 -0.554
H 2.138 1.243 -0.733
H 1.233 0.465 4.041
H 1.749 2.150 3.574
H 2.946 -0.455 2.393
H 3.511 0.165 3.975
H 3.699 1.208 2.484
```

Calculated values
Total charge: +1
LUMO energy (alpha / beta): -2.69 / -3.54 eV
Frontier orbital gap (alpha / beta): 6.9134 / 6.5306 eV
Expectation value of S²: 2.008
Relative energy (zero: lowest compared OMol25 entry of this formula, charge and spin): 117.68 kJ/mol
2S+1: 3

***

[2]
Molecular formula: C20H26N2O7S
Method: DFT, the ωB97M-V functional and the def2-TZVPD basis

XYZ file:
```
56
Properties=species:S:1:pos:R:3
C 3.960 4.891 0.630
C 4.450 3.990 -0.630
H 4.175 4.546 -1.605
H 5.429 3.769 -0.636
O 3.622 2.578 -0.741
C 4.046 1.706 0.241
O 5.020 1.784 1.002
C 3.235 0.558 -0.023
C 3.542 -0.167 -1.301
H 4.680 -0.550 -1.205
H 3.391 0.675 -2.037
C 2.553 -1.293 -1.463
N 2.608 -2.337 -0.241
C 1.582 -2.856 0.274
O 1.480 -3.483 1.209
C 0.402 -3.285 -0.666
C -0.827 -2.937 -0.190
C -2.089 -3.247 -0.996
H -1.861 -2.647 -2.133
H -3.010 -2.807 -0.506
H -2.136 -4.281 -1.266
H -1.079 -2.963 0.960
S -0.804 -0.828 -0.215
O -0.700 -0.475 -1.470
O 0.179 -0.290 0.423
C -2.335 -0.383 0.285
C -2.736 -0.732 1.628
C -3.958 0.016 2.039
C -4.989 0.358 1.285
C -4.535 0.480 -0.111
C -3.305 0.229 -0.666
H -3.054 0.182 -1.776
N -5.499 1.045 -1.046
C -6.737 1.408 -0.692
O -7.595 1.836 -1.444
C -6.810 1.892 0.878
H -6.494 2.717 0.919
O -6.141 0.771 1.890
H -7.921 1.635 1.135
H -5.456 1.086 -1.965
H -4.205 -0.320 3.264
H -2.155 -0.876 2.553
H 0.550 -2.848 -1.737
H 0.396 -4.482 -0.875
C 3.499 -1.784 0.786
C 3.645 -0.452 1.290
H 4.487 -0.202 1.862
H 2.780 -0.439 2.026
H 3.474 -2.421 1.602
H 4.456 -1.985 0.475
H 1.694 -0.951 -1.659
H 3.033 -1.988 -2.231
H 2.393 0.894 -0.049
H 4.276 4.340 1.578
H 2.950 4.977 0.674
H 4.450 5.948 0.664
```

Calculated values
LUMO energy: -0.23 eV
Frontier orbital gap: 8.7245 eV
Relative energy (zero: lowest compared OMol25 entry of this formula, charge and spin): 1516.17 kJ/mol
SMILES: CCOC(=O)C1CCN(C(=O)C[C@H](C)S(=O)(=O)c2ccc3c(c2)NC(=O)CO3)CC1

***

[3]
Molecular formula: C10H28N5O6
Method: DFT, the ωB97M-V functional and the def2-TZVPD basis

XYZ file:
```
49
Properties=species:S:1:pos:R:3
O -0.111 -0.231 0.819
H 0.083 0.280 1.609
H 0.754 -0.587 0.602
H -0.441 0.232 0.046
O 0.635 1.633 2.254
C 1.541 2.297 2.715
N 2.247 1.799 3.723
C 1.968 3.563 2.049
H 2.897 2.460 4.125
H 1.900 0.899 4.022
H 2.982 3.909 2.246
H 1.348 4.368 2.444
H 1.752 3.682 0.987
O -2.470 -0.031 -0.603
C -3.383 0.089 -1.373
N -3.512 -0.835 -2.285
C -4.391 1.228 -1.451
H -3.033 -1.700 -2.077
H -4.447 -0.928 -2.656
H -5.273 1.164 -0.813
H -4.913 1.340 -2.401
H -3.919 2.185 -1.229
O 0.433 0.327 -1.824
C 1.133 1.160 -2.389
N 1.090 2.442 -2.138
C 1.991 0.690 -3.507
H 0.243 2.668 -1.636
H 1.392 3.144 -2.799
H 2.406 -0.235 -3.105
H 2.818 1.346 -3.777
H 1.413 0.381 -4.377
O -1.393 -2.480 1.476
C -2.530 -2.559 1.877
N -3.578 -2.178 1.252
C -2.911 -3.071 3.226
H -3.341 -1.850 0.327
H -4.505 -2.203 1.652
H -3.989 -3.229 3.203
H -2.613 -2.280 3.913
H -2.367 -3.996 3.420
O 2.343 -1.105 0.324
C 3.241 -1.384 -0.469
N 4.017 -0.382 -0.827
C 3.517 -2.756 -1.011
H 4.532 -0.363 -1.695
H 3.655 0.441 -0.367
H 3.352 -3.529 -0.261
H 4.544 -2.801 -1.372
H 2.894 -3.015 -1.867
```

Calculated values
LUMO energy (alpha / beta): 0.62 / 0.52 eV
Frontier orbital gap (alpha / beta): 2.2575 / 9.8717 eV
Expectation value of S²: 0.751
2S+1: 2

***

[4]
Molecular formula: C2H3NO3
Method: DFT, the ωB97M-V functional and the def2-TZVPD basis

XYZ file:
```
9
Properties=species:S:1:pos:R:3
C -0.740 -0.161 -0.076
C 0.603 -0.167 0.084
O -1.693 -1.073 -0.248
O 1.471 -1.101 0.526
N 0.712 1.250 0.173
O -0.985 1.166 -0.010
H -2.549 -0.689 -0.015
H 2.393 -0.918 0.312
H 0.788 1.692 -0.745
```

Calculated values
LUMO energy: 0.09 eV
Frontier orbital gap: 7.8672 eV
Relative energy (zero: lowest compared OMol25 entry of this formula, charge and spin): 517.25 kJ/mol
SMILES: Oc1[nH]oc1O

***

[5]
Molecular formula: C20H38AsN5OSV
Method: DFT, the ωB97M-V functional and the def2-TZVPD basis

XYZ file:
```
67
Properties=species:S:1:pos:R:3
V -0.251 -0.214 -0.317
C -2.203 -2.758 1.307
C -2.825 -2.037 0.109
N -1.843 -1.470 -0.887
C -2.648 -0.867 -2.004
C -1.747 -0.041 -2.880
N -0.899 0.846 -2.017
C -1.419 2.255 -1.872
C -2.756 2.324 -1.179
C -2.797 1.839 0.272
N -1.587 1.079 0.797
C -2.005 0.499 2.123
C -0.939 -0.401 2.701
N -0.262 -1.147 1.594
C -0.711 -2.585 1.507
H -2.381 -3.832 1.228
H -2.737 -2.460 2.211
H -3.447 -1.200 0.415
H -3.478 -2.711 -0.448
H -1.354 -2.273 -1.290
H -3.422 -0.262 -1.536
H -3.148 -1.656 -2.569
H -2.325 0.559 -3.585
H -1.074 -0.670 -3.466
H -0.019 0.961 -2.516
H -1.509 2.660 -2.881
H -0.644 2.824 -1.357
H -3.505 1.801 -1.773
H -3.071 3.368 -1.201
H -3.653 1.186 0.431
H -2.919 2.680 0.956
H -0.874 1.790 0.978
H -2.921 -0.054 1.934
H -2.262 1.308 2.809
H -1.367 -1.104 3.416
H -0.176 0.147 3.244
H 0.726 -1.185 1.843
H -0.419 -3.079 2.436
H -0.135 -3.048 0.703
C 2.146 -3.992 -0.881
As 2.602 -2.171 -1.178
C 3.104 -1.828 -2.976
C 3.825 -1.468 0.095
O 1.057 -1.222 -0.927
H 2.984 -4.580 -1.273
H 1.248 -4.256 -1.438
H 2.038 -4.192 0.183
H 4.028 -2.393 -3.138
H 3.308 -0.770 -3.125
H 2.340 -2.196 -3.659
H 4.794 -1.927 -0.125
H 3.525 -1.747 1.104
H 3.903 -0.388 -0.016
S 3.214 2.714 -1.008
C 1.979 1.595 -1.158
N 1.188 1.385 -0.114
C 1.626 2.218 0.952
C 1.060 2.378 2.223
C 1.624 3.271 3.109
C 2.753 4.030 2.763
C 3.316 3.915 1.514
C 2.740 3.004 0.624
H 1.898 1.070 -2.101
H 0.177 1.838 2.520
H 1.186 3.403 4.089
H 3.170 4.722 3.482
H 4.169 4.515 1.226
```

Calculated values
Total charge: +4
LUMO energy (alpha / beta): -14.50 / -13.83 eV
Frontier orbital gap (alpha / beta): 5.6272 / 6.3089 eV
Expectation value of S²: 0.764
2S+1: 2

***

[6]
Molecular formula: C5H9N2S
Method: DFT, the ωB97M-V functional and the def2-TZVPD basis

XYZ file:
```
17
Properties=species:S:1:pos:R:3
C 0.109 -1.961 -0.469
C 0.844 -0.850 -0.887
C 0.889 1.514 0.933
C -1.336 -1.585 -0.375
C -0.072 0.262 -1.022
N 0.004 2.042 1.686
N -1.286 -0.137 -0.574
S 2.599 1.427 1.044
H 0.279 -3.034 -0.409
H 1.935 -0.717 -1.153
H -1.966 -2.035 -1.292
H -1.805 -1.943 0.560
H 0.106 1.365 -1.339
H -0.962 1.984 1.346
H 0.196 2.617 2.523
H -2.194 0.358 -0.583
H 2.660 0.695 0.011
```

Calculated values
Total charge: +1
LUMO energy (alpha / beta): -4.38 / -4.38 eV
Frontier orbital gap (alpha / beta): 7.5188 / 7.5179 eV
Relative energy (zero: lowest compared OMol25 entry of this formula, charge and spin): 292.15 kJ/mol

***

[7]
Molecular formula: C27H38N6O3
Method: DFT, the ωB97M-V functional and the def2-TZVPD basis

XYZ file:
```
74
Properties=species:S:1:pos:R:3
C 4.612 2.886 1.549
N 4.968 1.490 1.400
N 5.540 0.773 2.324
O 5.796 1.313 3.398
C 4.612 0.797 0.190
H 5.362 0.029 -0.016
C 3.225 0.128 0.333
N 2.622 -0.062 -0.985
N 3.070 -0.863 -1.911
O 4.075 -1.528 -1.675
C 1.559 0.810 -1.427
H 1.330 0.493 -2.444
H 1.910 1.848 -1.450
C 0.281 0.769 -0.568
N 0.387 1.733 0.519
N 0.897 2.890 0.215
O 1.029 3.711 1.126
C -0.011 1.403 1.878
H -0.002 0.320 1.991
C -1.370 1.994 2.277
C -2.552 1.333 1.623
C -2.758 -0.036 1.747
C -3.864 -0.637 1.174
C -4.788 0.123 0.478
C -4.596 1.488 0.354
C -3.483 2.087 0.920
H -3.341 3.154 0.822
H -5.315 2.090 -0.181
H -5.656 -0.344 0.036
H -4.009 -1.703 1.279
H -2.054 -0.637 2.303
H -1.460 1.882 3.361
H -1.366 3.062 2.055
H 0.748 1.847 2.534
H 0.175 -0.219 -0.109
C -0.959 1.058 -1.435
H -1.654 1.667 -0.854
H -0.667 1.644 -2.308
C -1.707 -0.206 -1.874
C -2.955 0.188 -2.667
C -3.765 -1.045 -3.053
C -2.915 -2.005 -3.878
C -1.662 -2.395 -3.103
C -0.855 -1.157 -2.716
H 0.031 -1.470 -2.164
H -0.529 -0.645 -3.624
H -1.042 -3.063 -3.704
H -1.952 -2.932 -2.197
H -3.492 -2.897 -4.127
H -2.626 -1.521 -4.814
H -4.648 -0.744 -3.622
H -4.106 -1.547 -2.146
H -3.571 0.862 -2.070
H -2.652 0.720 -3.572
H -2.028 -0.737 -0.970
H 2.571 0.809 0.882
C 3.346 -1.191 1.117
C 2.010 -1.760 1.500
C 1.514 -1.592 2.788
C 0.285 -2.121 3.146
C -0.472 -2.812 2.215
C 0.009 -2.979 0.927
C 1.245 -2.463 0.575
H 1.628 -2.629 -0.421
H -0.571 -3.523 0.197
H -1.428 -3.230 2.495
H -0.080 -1.994 4.155
H 2.103 -1.056 3.519
H 3.936 -0.982 2.011
H 3.895 -1.911 0.508
H 4.595 1.514 -0.635
H 4.909 3.186 2.555
H 5.147 3.490 0.816
H 3.540 3.039 1.428
```

Calculated values
LUMO energy: 0.61 eV
Frontier orbital gap: 9.7938 eV
Relative energy (zero: lowest compared OMol25 entry of this formula, charge and spin): 497.81 kJ/mol
SMILES: CN(C[C@H](Cc1ccccc1)N(C[C@H](CC1CCCCC1)N(CCc1ccccc1)N=O)N=O)N=O

***

[8]
Molecular formula: C3HBrNO3
Method: DFT, the ωB97M-V functional and the def2-TZVPD basis

XYZ file:
```
9
Properties=species:S:1:pos:R:3
C 2.142 1.301 -0.977
C 3.428 1.065 -1.194
C -0.883 -0.482 0.856
N -1.083 0.196 -0.094
O 4.521 1.568 -1.108
O -0.999 -1.359 1.652
O 0.951 1.188 -1.270
Br 2.797 -0.120 0.969
H -0.306 0.561 -0.517
```

Calculated values
Total charge: -1
LUMO energy: 3.33 eV
Frontier orbital gap: 7.3708 eV
Relative energy (zero: lowest compared OMol25 entry of this formula, charge and spin): 80.46 kJ/mol

***

no.,DFT total energy (hartree),strongest force on any atom (eV/Å)
1,-3678.560411,3.56
2,-1811.548576,18.59
3,-1122.971294,4.45
4,-358.332665,1.94
5,-4710.458828,0.84
6,-703.260845,3.19
7,-1605.725641,1.32
8,-2969.419567,5.12